Entry 1:
# C41H38NO2RuSi

A molecular structure, C41H38NO2RuSi (ωB97M-V with the def2-TZVPD basis set, the OMol25 dataset).

```
84
Properties=species:S:1:pos:R:3:forces:R:3:lowdin_charge:R:1
H 4.8333 1.1720 -0.3013 0.00 -0.01 -0.01 0.1227
H -1.0715 3.9400 2.1622 0.04 -0.03 0.03 0.0382
C -2.5800 -3.2776 0.8227 0.02 0.02 -0.04 -0.0550
C -4.8739 1.7921 1.1841 0.02 0.04 0.00 -0.0238
C -2.4125 -0.9073 0.4203 0.09 0.21 -0.09 -0.1785
Ru 0.1717 0.9207 0.2354 -0.39 0.25 -0.61 1.3048
H -1.9464 0.0741 4.8354 0.00 0.00 -0.01 0.1296
H -2.4896 1.8615 2.5194 0.05 0.02 -0.06 0.1299
C -6.1001 2.2445 0.7117 0.00 0.00 -0.01 -0.0642
C -3.3014 4.1924 -2.4629 0.00 -0.02 0.00 -0.0660
O 1.9980 0.6961 0.1333 -0.07 0.14 0.10 -0.3119
C -2.8581 -1.9682 1.1956 0.01 -0.05 0.05 -0.0155
C -6.5150 1.9281 -0.5712 0.03 -0.01 0.00 -0.0737
H 6.4608 -1.9734 -2.7021 -0.01 0.00 0.01 0.1082
H 2.1451 2.6495 -1.0805 0.01 0.02 -0.02 0.0101
C 5.7392 -0.2995 -1.5660 0.00 0.00 0.01 -0.0605
H -3.4256 -1.7860 2.1013 0.01 0.00 -0.01 0.1235
C -3.3103 5.5782 -2.3877 0.01 0.00 0.02 -0.0700
H 3.8808 3.7531 3.2267 0.01 -0.01 0.00 0.1080
H -0.7023 6.0323 -0.2959 -0.03 -0.01 -0.01 0.1007
C 4.8161 0.1405 -0.6335 0.01 0.00 -0.02 -0.0159
C -1.1581 0.2269 2.8612 0.06 0.01 0.04 -0.2151
C 3.3748 1.9953 2.1091 -0.02 -0.01 0.12 -0.0280
H -3.2533 0.3342 2.8932 0.01 0.01 0.03 0.1301
C 5.7343 -1.6269 -1.9786 0.00 0.00 -0.01 -0.0748
C -1.4281 5.4950 -0.9014 -0.03 0.00 0.01 -0.1056
Si -0.0129 3.3868 0.0393 -0.20 -0.27 0.38 0.6583
C -4.4770 0.6971 -0.9031 0.01 -0.04 -0.03 -0.0293
H -4.5854 2.0662 2.1900 0.00 0.00 -0.01 0.1050
C -2.3686 6.2316 -1.6073 0.01 0.01 -0.02 -0.0733
H 1.8953 -1.6706 4.1336 -0.01 0.01 -0.02 0.1273
C 1.5997 3.5741 -0.8992 0.00 0.03 -0.09 -0.1710
C -1.4482 -2.4938 -1.1429 -0.03 0.01 0.12 -0.0650
C 4.7996 -2.5042 -1.4563 -0.01 0.01 0.02 -0.0678
C 1.9465 -1.2431 1.4904 -0.04 -0.07 -0.05 -0.0707
H -4.0356 3.6774 -3.0698 0.01 0.01 0.01 0.1071
H 6.4707 0.3904 -1.9662 -0.01 -0.01 0.00 0.1093
O -1.7012 1.3788 0.1708 0.59 -0.17 -0.33 -0.3707
C 4.3359 -0.0548 2.8932 0.08 -0.02 0.02 -0.0267
H -2.9264 -4.0936 1.4435 0.01 0.00 -0.01 0.1100
C -1.4146 4.0950 -0.9559 0.02 0.04 -0.01 -0.2768
H 4.5024 -1.1214 2.7802 0.00 0.04 0.00 0.1259
H 2.5501 -2.0045 1.9804 -0.01 0.01 0.04 0.1271
C 3.8686 -0.7350 -0.1079 -0.02 -0.04 0.05 -0.1501
C -1.7269 -1.1855 -0.7651 -0.19 -0.12 0.05 -0.0892
C 3.8658 -2.0590 -0.5261 0.03 0.01 -0.01 -0.0263
C -0.0518 4.0203 1.7798 0.05 0.06 0.13 -0.1779
H 5.5962 0.0885 4.6172 -0.01 0.00 -0.01 0.1097
C -2.6485 0.5607 0.8288 -0.25 -0.18 0.05 -0.4382
N -0.1082 0.0154 2.0468 0.33 0.16 0.29 0.0578
H 2.2553 4.2301 -0.3182 0.00 -0.02 -0.01 0.0478
H -4.0484 6.1482 -2.9369 0.00 -0.01 0.01 0.1089
H 0.2299 5.0752 1.8315 0.01 0.00 -0.04 0.0443
H 0.6249 3.4594 2.4276 -0.01 0.02 0.01 0.0231
C -5.6968 1.1488 -1.3786 -0.02 0.02 0.01 -0.0659
C -2.4407 0.7877 2.3248 -0.05 -0.02 0.02 -0.0675
H -7.4708 2.2784 -0.9382 0.01 -0.01 0.01 0.1081
C 4.9648 0.6267 3.9222 -0.02 0.00 -0.01 -0.0600
C 3.5254 0.6220 1.9849 0.11 -0.01 -0.05 -0.1684
H -2.3659 7.3120 -1.5437 0.00 -0.01 0.00 0.1088
H -2.3812 2.3801 -1.8170 -0.02 -0.03 0.00 0.0818
H 5.2879 2.5340 4.8559 -0.01 0.00 -0.01 0.1080
H 1.3869 4.0484 -1.8587 0.02 0.02 0.03 0.0449
H 2.7731 2.5393 1.3962 -0.03 -0.01 -0.03 0.0783
H -0.9154 -2.6859 -2.0656 -0.03 0.00 0.00 0.1112
C -2.3620 3.4564 -1.7564 0.04 0.08 -0.02 -0.0868
H -1.4777 -0.3750 -1.4373 0.11 -0.03 -0.03 0.0946
H 1.3891 -1.7395 0.6896 0.01 0.00 -0.03 0.1278
H 0.0959 -1.0340 5.7374 0.00 0.01 -0.01 0.1248
H 4.7921 -3.5404 -1.7682 0.00 0.01 0.00 0.1077
C -1.0947 -0.1308 4.2010 -0.04 -0.06 -0.04 0.0077
H -6.0148 0.8834 -2.3789 0.01 0.00 0.01 0.1097
C -1.8639 -3.5447 -0.3386 -0.02 0.00 0.07 -0.0735
H -3.8620 0.0757 -1.5426 -0.02 0.03 0.02 0.1137
H 3.1460 -2.7669 -0.1368 0.00 0.00 0.00 0.1060
C 2.8463 -0.1746 0.8754 -0.10 0.08 -0.09 -0.4308
H -6.7302 2.8462 1.3540 0.01 -0.01 -0.01 0.1084
C 4.7953 2.0000 4.0541 0.00 0.00 -0.01 -0.0739
C 1.0372 -1.0997 3.8080 0.02 -0.02 0.07 0.0118
C 0.0273 -0.7614 4.6925 0.01 0.00 0.04 -0.0062
C -4.0436 1.0167 0.3823 0.01 0.01 -0.01 -0.1350
H -1.6503 -4.5672 -0.6211 0.00 0.01 0.00 0.1080
C 0.9488 -0.7189 2.4855 -0.20 -0.09 0.02 -0.2075
C 4.0058 2.6807 3.1425 -0.01 0.00 -0.01 -0.0619
```
Positions in Å, forces in eV/Å.

Kohn-Sham gap (spin up / spin down), eV: 7.3 / 7.3
Charge: +1
HOMO level (spin up / spin down), eV: -11.3267 / -11.3468

***

Entry 2:
# C4H6N2

A single C4H6N2 molecule (ωB97M-V with the def2-TZVPD basis set, the OMol25 dataset).

```
12
Properties=species:S:1:pos:R:3:forces:R:3:nbo_charge:R:1
C -0.8155 0.6150 -0.8313 -0.15 0.28 0.05 -0.2548
C -0.3746 -0.5866 -0.0896 -0.08 -0.03 0.19 -0.0858
H 0.6151 -1.1230 1.7752 -0.02 0.12 -0.10 0.2531
C 0.7917 -0.4934 0.8977 0.06 -0.03 0.01 -0.5279
H -0.6325 -1.0061 -2.0927 0.08 0.05 0.14 0.3569
H -1.1364 -1.3192 0.1763 0.15 0.16 -0.07 0.2039
H -0.2698 1.5446 -0.6734 -0.21 -0.21 -0.06 0.2170
C 0.9820 0.8930 1.3396 0.05 1.00 0.24 0.2948
H -1.8775 0.7318 -1.0342 0.17 -0.09 -0.08 0.1989
H 1.7133 -0.8455 0.4245 -0.10 0.06 0.03 0.2644
N -0.0426 -0.4272 -1.5005 -0.01 -0.14 -0.21 -0.5859
N 1.0469 2.0166 1.6085 0.06 -1.16 -0.15 -0.3347
```
Positions in Å, forces in eV/Å.

Kohn-Sham gap, eV: 11.0
Energy relative to the best compared isomer or geometry (same formula, charge and spin), kJ/mol: 159.7
SMILES: N#CC[C@H]1CN1
HOMO level, eV: -10.1116

***

Entry 3:
# C9H11N3O2S

A molecular structure, C9H11N3O2S (ωB97M-V with the def2-TZVPD basis set, the OMol25 dataset).

```
26
Properties=species:S:1:pos:R:3:forces:R:3:nbo_charge:R:1
N 3.1914 0.6585 -1.1405 0.30 -2.15 -1.64 -0.3977
H -0.7666 0.8341 -0.5170 -0.26 -2.80 -0.97 0.3304
H 3.1683 2.2449 1.7614 -1.03 -0.04 -0.10 0.2280
S -0.5830 -1.5316 1.7092 -0.25 1.33 -0.65 0.2353
C 0.2796 -1.2189 0.1543 -1.38 1.79 -1.02 0.2266
O -2.9046 1.4482 -1.5870 -0.31 -0.01 0.11 -0.6754
H 1.0065 0.7322 2.0436 0.18 -0.02 -0.86 0.2399
C -3.2396 0.6502 -0.5398 -1.16 2.11 -0.82 0.7754
H 0.7751 -2.4628 -1.4257 -0.33 -0.13 2.04 0.3923
O -4.2577 0.9422 0.0193 -0.14 -0.83 0.68 -0.5573
H -2.0505 1.2286 -1.9633 0.41 -0.54 -0.17 0.5004
C 1.5911 0.7416 1.1043 1.72 1.40 0.84 -0.1809
C -1.9192 -0.3580 1.3135 -2.96 -3.11 1.28 -0.5334
C 1.3913 -0.1771 0.0860 -1.24 -2.01 0.86 -0.1492
C 2.7030 1.6296 0.9813 0.79 -1.76 -0.48 -0.2290
H 4.2705 2.0555 -0.4391 3.10 2.46 -0.19 0.1880
H -1.8962 0.5982 1.7694 0.64 1.15 0.01 0.2298
N -1.0421 -0.1966 -0.8693 3.17 1.22 1.56 -0.7067
C 2.2234 -0.2554 -1.0002 -0.13 2.48 -0.84 0.0340
N 0.5431 -2.4702 -0.3865 1.46 1.24 -2.62 -0.8284
H -2.7716 -0.8735 1.8422 0.51 0.72 -0.17 0.2434
H -2.7002 -1.4076 -0.4894 0.22 0.67 0.53 0.2282
H 1.9083 -0.7334 -1.9305 0.41 -0.48 0.45 0.1971
C -2.2808 -0.4175 -0.1744 1.39 -0.97 0.33 -0.2149
H -0.1656 -3.1082 -0.1543 -0.97 -1.00 0.01 0.3896
C 3.5264 1.4471 -0.1675 -4.16 -0.73 1.82 0.0343
```
Positions in Å, forces in eV/Å.

Kohn-Sham gap, eV: 9.6
Energy relative to the best compared isomer or geometry (same formula, charge and spin), kJ/mol: 44.2
HOMO level, eV: -9.2245

***

Entry 4:
# C31H58N2O6P2S4

5 unconnected molecules or ions with the total composition C31H58N2O6P2S4 (ωB97M-V with the def2-TZVPD basis set, the OMol25 dataset).

```
103
Properties=species:S:1:pos:R:3:forces:R:3:lowdin_charge:R:1
H 5.8194 -1.1624 3.4561 -0.98 -1.11 -0.96 0.0849
S 4.1997 2.2361 0.3785 0.25 0.01 0.54 0.7915
H -4.9746 7.2201 -1.1481 0.02 0.07 0.09 0.0701
S -4.3762 3.4671 -1.0245 0.37 -0.04 -0.05 0.1406
H 1.1362 2.8549 0.6120 0.59 -0.24 -1.47 0.1208
C -7.9759 -5.8976 3.1878 -0.13 0.00 0.11 -0.0860
H -0.1463 3.4810 -1.7982 0.46 -1.50 0.44 0.0886
H 10.4579 4.1023 1.3772 0.20 0.03 0.07 0.1067
C -0.5940 -1.4160 -0.6718 -1.17 -2.10 1.41 0.0177
C 2.7397 1.7815 -0.6789 0.05 -1.06 -0.46 -0.4749
H 3.7400 -1.1210 1.0990 0.68 1.12 0.80 0.1072
H 3.9464 -3.5902 -2.7076 -1.27 -1.11 0.33 0.0833
C 0.4066 2.5170 -1.5544 0.29 -0.69 -0.41 -0.1684
H -4.7808 8.0386 1.2093 0.17 -0.14 0.03 0.1134
H 1.9480 3.8798 -0.7095 -0.60 -1.64 0.51 0.1231
C -1.8749 1.4572 -0.6283 3.50 -1.56 -0.64 -0.2142
H -5.9482 -6.1802 3.8631 0.08 -0.04 -0.19 0.1157
H 11.6430 3.1396 -1.2876 0.02 0.07 0.10 0.0764
C -3.9274 8.0819 0.5297 0.17 0.00 -0.36 -0.3229
H 12.3776 2.8802 0.3104 -0.04 -0.06 -0.03 0.0716
C 11.4332 3.0186 -0.2217 0.18 -0.06 -0.03 -0.0966
H 7.9162 -1.3906 1.0935 -0.57 -0.41 -1.54 0.0816
P -4.4773 -2.3602 1.3404 -0.70 0.08 -2.06 0.3940
H 5.7536 -1.1116 -1.2335 0.50 0.06 1.52 0.1097
C 0.0509 -0.1716 -1.4567 0.51 -0.42 -1.08 -0.2199
C -9.1979 4.4355 -1.4483 -0.16 0.06 -0.10 -0.0973
O -6.0279 -6.2802 1.8218 0.27 -0.06 -0.07 -0.1063
C -0.5236 -3.9231 0.2793 -1.99 2.90 -0.42 0.0551
C 1.7160 -4.0039 -2.2156 1.03 0.15 -0.25 -0.3932
H 2.4614 0.6995 -0.4168 0.13 1.68 -0.48 0.0706
H 3.1064 1.8130 -1.7743 -0.79 -0.05 1.73 0.1043
H 0.1432 -2.9343 -3.4581 1.55 -0.28 -0.20 0.0814
C -0.5563 1.2986 -1.1732 -1.79 0.46 0.95 -0.0872
H -5.0195 8.9966 -1.0969 0.06 -0.03 -0.05 0.0738
H 10.8333 2.1098 -0.1158 0.05 0.03 0.10 0.0694
C -6.4809 -5.6999 3.0393 -0.31 -0.03 -0.29 -0.3298
H -3.3386 8.9727 0.7710 -0.15 0.12 0.02 0.1067
C -2.5784 -5.1330 1.5210 0.75 -0.04 -0.76 -0.2461
H 2.2053 -3.5532 -0.0940 -0.91 0.80 -1.25 0.1187
C 3.2424 -4.4518 -2.4119 0.51 -0.45 0.30 -0.1173
C -4.3976 8.1177 -0.9109 -0.18 0.00 -0.08 -0.0932
H -1.7720 4.2462 -0.7193 0.27 -1.01 0.56 -0.0277
C 4.5510 -0.5966 1.7152 0.28 -2.50 1.24 -0.2533
H -2.3690 6.9781 0.1584 -0.20 0.04 0.12 0.0731
N 5.7090 -0.2694 0.8305 -3.09 2.69 -1.72 -0.2159
O 9.4600 4.3924 -0.3950 -0.06 0.15 -0.02 -0.0944
H -2.6832 3.3443 1.1905 0.70 -0.37 -0.82 0.0024
O -3.9981 0.2677 -0.3510 4.07 -0.85 0.52 -0.0214
H -4.7739 -3.3770 2.3095 0.96 0.80 -0.08 -0.0495
H 2.2877 -2.0416 -1.1252 -1.25 -1.42 -0.06 0.1119
H 0.9615 2.2153 -2.5218 -0.96 0.41 1.50 0.1258
H -9.7722 3.5363 -1.6856 0.00 0.09 0.09 0.0761
H 1.1265 -4.9602 -1.9524 0.67 1.60 -0.45 0.1386
C -2.0503 -1.2948 -0.0870 1.96 -1.31 -0.13 -0.0222
H 5.6114 -2.5930 2.2656 -0.80 1.14 0.70 0.0651
C -2.7272 -2.4754 0.6396 3.16 -0.28 -0.26 -0.2557
C -2.7548 0.1321 -0.3359 -2.36 0.51 -0.12 -0.2756
H -9.8223 5.3128 -1.6357 0.04 -0.03 -0.06 0.0706
H -8.3369 -5.4603 4.1218 -0.04 -0.01 -0.07 0.0760
N -3.0216 -6.0406 0.4041 -0.21 0.57 0.23 -0.0099
H 11.2744 5.1304 0.1849 -0.19 0.00 -0.04 0.1109
H -3.4092 -4.9316 2.2745 1.17 -0.05 -0.99 0.0799
H -4.7366 -1.0894 1.9467 0.76 -0.61 0.14 -0.0085
C -1.9752 -3.8285 0.8256 2.38 2.41 -1.31 -0.1364
O 0.9774 -0.3007 -2.2933 -2.95 0.39 2.88 0.0357
H 5.4342 -2.3174 0.1090 0.59 1.76 -0.19 0.1093
H 8.9372 3.5891 -0.2706 0.01 0.17 -0.06 0.0376
O -3.1260 6.9285 0.7564 0.20 -0.23 0.21 -0.1090
H -6.2256 -4.6350 3.0373 -0.10 0.06 0.20 0.0744
H -3.2719 -5.4977 -0.4350 0.00 -0.32 0.73 0.0685
H 3.6966 -4.9002 -1.4468 -0.88 0.70 -1.38 0.0803
H -1.7155 -5.6932 2.0472 -1.32 1.18 -0.56 0.1186
H 4.2042 -2.0849 3.4213 1.35 0.42 -1.05 0.0801
C 5.0816 -1.7228 2.7724 -0.20 1.22 0.28 -0.0950
C 7.5827 -1.7455 0.0563 -0.32 0.18 -0.15 -0.1090
O -7.9252 3.2525 0.2218 -0.06 -0.04 0.13 -0.1001
H -3.5447 8.1389 -1.5959 -0.03 0.12 0.03 0.0724
H 1.2213 -4.0788 -4.4189 0.05 0.98 1.11 0.0814
H 1.9641 -2.4736 -3.8195 -1.47 -1.19 0.32 0.0909
H 4.1777 0.2641 2.3567 0.51 -0.93 -1.38 0.1051
H -8.1427 5.2948 0.2343 -0.15 0.15 0.00 0.1046
C -8.7289 4.4018 -0.0069 0.32 -0.15 -0.30 -0.3295
H -3.8381 -6.6030 0.6781 0.43 0.53 -0.05 0.0519
C 1.2140 -3.3155 -3.5719 0.23 -0.34 0.50 -0.0892
C 1.5391 2.8283 -0.4566 0.63 0.11 -0.74 -0.2251
C 6.0195 -1.3545 -0.1531 1.45 -2.11 0.63 -0.2671
H -6.4975 -5.8430 1.0974 0.15 -0.01 0.11 0.0800
H -8.2245 -6.9619 3.1771 0.10 0.07 0.08 0.0787
C 10.6816 4.2222 0.3121 -0.22 -0.36 -0.09 -0.3273
H 8.1790 -1.1763 -0.7298 -0.53 -1.02 1.13 0.0482
S -5.7216 -2.6127 -0.1561 0.01 -0.30 0.31 0.0913
H -9.5831 4.3568 0.6721 0.14 -0.11 0.03 0.1098
H 0.0493 -4.9022 0.4304 -0.91 1.63 -0.25 0.1185
H -7.1667 3.3039 -0.3761 -0.04 -0.10 0.22 0.0184
H -8.5116 -5.4363 2.3533 0.05 0.09 0.10 0.0779
C 5.5769 1.0252 0.1606 1.82 -1.08 -1.11 -0.9646
P -2.6082 3.1790 -0.2466 -1.63 -0.31 -0.34 0.3858
C 0.1823 -2.7380 -0.4686 -2.56 0.08 0.95 -0.0752
S 6.8259 1.4915 -0.8930 -1.72 -0.40 1.37 0.6243
H 7.7582 -2.8815 0.0334 -0.27 1.72 -0.32 0.0755
H 3.3403 -5.2737 -3.2041 -0.24 1.25 0.99 0.0827
C 1.6733 -3.0025 -0.9629 -0.30 -0.47 0.84 -0.1654
H -8.3445 4.4587 -2.1323 -0.02 0.11 0.05 0.0712
```
Positions in Å, forces in eV/Å.

Kohn-Sham gap, eV: 6.5
SMILES: CCN(CC)C(=S)SCCCC1=C([PH2]=S)C(=O)c2c([PH2]=S)c(CN)cc(CC(C)C)c2C1=O.CCO.CCO.CCO.CCO
HOMO level, eV: -8.4596